C33H26AsF6IrN4O2S2 | the ωB97M-V functional and the def2-TZVPD basis

Geometry as XYZ:
```
75
Properties=species:S:1:pos:R:3:forces:R:3
Ir 0.06023 0.40092 -0.52809 -0.62 -0.75 0.30
C 0.12708 -2.47670 -1.88754 -0.03 0.04 -0.07
N -0.77964 -1.66128 -1.04710 -0.01 0.26 -0.10
C -1.87854 -1.07792 -1.86185 -0.05 0.03 -0.02
C -2.76219 -0.13379 -1.03896 -0.01 0.02 -0.05
N -2.00886 0.69583 -0.02159 0.13 -0.03 0.01
C -2.44568 0.34012 1.35671 -0.02 -0.01 0.00
C -2.30278 2.14670 -0.13801 0.07 0.00 -0.03
C -3.59891 2.58429 -0.34870 -0.02 0.03 0.00
C -3.87430 3.94207 -0.37166 -0.03 -0.03 -0.01
C -2.84882 4.85286 -0.16591 0.05 0.01 0.00
C -1.55661 4.40994 0.05378 -0.03 0.03 0.00
C -1.26839 3.04899 0.07278 0.03 -0.09 0.02
S 0.37354 2.47894 0.36559 0.18 0.46 -0.13
C -1.30150 -2.54219 0.00732 0.05 -0.06 0.00
C -2.26112 -3.48483 -0.37429 0.03 -0.02 0.01
C -2.77834 -4.41526 0.50259 -0.01 0.00 -0.03
C -2.31516 -4.44135 1.81026 0.02 0.01 0.02
C -1.35741 -3.53296 2.20130 -0.04 -0.02 0.01
C -0.83935 -2.56888 1.32339 -0.03 0.09 0.00
S 0.23529 -1.47087 2.18479 0.00 -0.04 -0.05
H -0.38036 -3.38118 -2.23380 0.02 0.01 0.00
H 0.99038 -2.76426 -1.28788 0.01 0.01 -0.01
H 0.44379 -1.88751 -2.74119 0.05 0.06 -0.04
H -2.51311 -1.83816 -2.32375 -0.02 0.00 0.05
H -1.40661 -0.53959 -2.67908 -0.01 -0.05 0.00
H -3.53828 -0.68732 -0.50834 0.02 -0.04 0.00
H -3.23965 0.53575 -1.75119 0.00 -0.01 0.01
H -3.49048 0.62821 1.48621 0.00 0.01 0.00
H -1.82576 0.88841 2.06221 0.00 -0.01 0.01
H -2.34586 -0.72610 1.52226 0.01 0.01 -0.01
H -4.40170 1.87416 -0.50499 0.00 0.01 0.00
H -4.88275 4.28332 -0.56138 0.00 0.00 0.00
H -3.05188 5.91510 -0.19949 0.00 0.00 0.00
H -0.74657 5.11638 0.17954 0.00 0.00 0.01
H -2.60497 -3.50005 -1.39822 -0.01 -0.03 0.00
H -3.52534 -5.11989 0.16364 0.00 0.00 -0.01
H -2.69188 -5.16733 2.51800 0.00 0.00 0.00
H -0.99116 -3.54743 3.22101 0.01 0.01 0.00
N 6.74555 -2.32167 6.02308 0.00 0.00 0.00
C 5.98995 -1.95818 5.23757 0.00 0.00 -0.01
C 5.04572 -1.50377 4.25239 0.01 -0.01 0.02
C 4.88058 -0.14004 4.02668 0.01 0.04 0.00
C 3.97388 0.29553 3.07847 -0.05 -0.05 -0.01
C 3.21735 -0.62326 2.35016 -0.18 -0.20 0.17
C 3.39845 -1.98837 2.57587 0.08 0.06 -0.02
C 4.30577 -2.42930 3.52103 -0.02 0.01 -0.02
C 2.26988 -0.14049 1.32810 0.18 0.70 -0.54
C 1.00192 -0.41923 1.00469 -0.04 -0.14 0.36
H 5.46109 0.57146 4.59772 0.00 0.00 0.00
H 3.84200 1.35383 2.89967 0.00 0.01 0.01
H 2.83145 -2.70361 1.99776 -0.01 -0.01 0.01
H 4.45008 -3.48722 3.69191 0.00 0.00 0.00
F -0.76746 1.43721 -2.32121 0.01 0.08 -0.06
As -0.98638 2.30462 -3.92938 0.05 -0.07 0.04
F 0.73594 2.39530 -4.02126 -0.02 0.10 -0.02
F -0.94668 0.73070 -4.64663 -0.04 0.03 -0.03
F -1.20912 3.07574 -5.43653 -0.01 0.01 -0.01
F -2.68536 2.10658 -3.66145 -0.05 -0.01 0.01
F -1.01633 3.77858 -3.05062 -0.03 0.01 0.00
O 2.98065 0.88417 0.55988 0.12 -0.52 0.10
C 2.94966 0.74432 -0.73342 -0.19 0.13 -0.15
N 1.89611 0.36294 -1.39582 0.46 -0.09 0.25
C 2.26990 0.25161 -2.78726 -0.09 0.04 -0.32
O 1.56631 -0.17556 -3.64818 0.08 -0.17 0.21
C 3.68799 0.71324 -2.88376 -0.06 0.01 0.04
C 4.52864 0.83234 -3.96411 0.01 0.01 0.00
C 5.82780 1.27244 -3.70625 0.00 0.00 0.00
C 6.25177 1.56177 -2.41389 -0.01 0.00 0.00
C 5.39266 1.42783 -1.32376 0.00 0.00 0.00
C 4.11022 1.00668 -1.59762 0.02 0.11 0.09
H 4.18873 0.60480 -4.96506 0.00 0.00 0.00
H 6.52166 1.39225 -4.52746 0.00 0.00 0.00
H 7.26702 1.89876 -2.25369 0.00 0.00 0.00
H 5.71438 1.64925 -0.31523 0.01 0.00 0.00
```
Positions in Å, forces in eV/Å.

Results
Max |F|, eV Å⁻¹: 1.011
HOMO level, eV: -7.542
DFT total energy, eV: -146355.657
Energy relative to the best compared isomer or geometry (same formula, charge and spin), eV: 0.123
Kohn-Sham gap, eV: 6.23
Charge: 0